1.
{"formula": "C4H11N3", "method": "ωB97M-V/def2-TZVPD", "e_tot_ha": -322.472982, "homo_lumo_gap_ev": [9.06, 8.05], "homo_energy_ev": [-19.702, -19.286], "total_charge": 2, "e_lumo_ha": [-0.39120, -0.41281], "relative_energy_kcal_mol": 96.5, "elements": ["C", "C", "C", "C", "N", "N", "N", "H", "H", "H", "H", "H", "H", "H", "H", "H", "H", "H"], "xyz": [[0.84173, 0.92138, -0.78717], [-0.71318, -1.16958, 1.39189], [0.76503, 2.12928, -1.74326], [-1.58079, -1.91305, 0.53162], [1.64462, -0.05256, -1.11846], [-0.36521, -1.02613, 2.58678], [-0.04633, 0.91543, 0.17088], [1.75300, 2.62947, -1.63621], [0.37819, 1.65505, -2.68613], [-0.06154, 2.77869, -1.52547], [-1.10099, -2.78184, 0.20979], [-2.02044, -1.22901, -0.28168], [-2.45662, -2.29191, 0.97737], [2.15261, 0.01786, -1.94734], [1.40857, -0.86014, -0.51670], [-0.55985, -1.61103, 3.40566], [0.48527, -0.45409, 2.76334], [-0.88634, 1.41179, 0.36816]], "forces_ev_per_angstrom": [[-1.94, 1.60, -1.37], [-0.26, 1.24, -0.47], [-0.04, -0.99, 0.29], [-1.10, 2.65, -1.15], [-2.36, -0.51, 3.67], [2.05, 0.35, 0.20], [1.46, -2.33, 0.94], [-0.74, -0.15, -0.93], [1.31, 0.54, 0.29], [-0.06, 0.62, 0.67], [1.19, -1.34, -1.20], [1.10, -1.17, 0.75], [-1.27, -0.40, 1.46], [1.25, -0.49, -1.36], [1.43, -0.09, -1.36], [-0.75, -0.35, -0.18], [-0.76, 0.13, -0.01], [-0.51, 0.69, -0.26]]}

---

2.
{"formula": "C3H7NOP", "method": "ωB97M-V/def2-TZVPD", "e_tot_ha": -589.681470, "homo_lumo_gap_ev": [5.33, 5.33], "homo_energy_ev": [-1.270, -1.268], "total_charge": -1, "e_lumo_ha": [0.14919, 0.14920], "relative_energy_kcal_mol": 96.5, "elements": ["C", "C", "C", "N", "O", "P", "H", "H", "H", "H", "H", "H", "H"], "xyz": [[-0.70226, -0.41013, -1.09833], [-1.16335, 0.07311, 0.21733], [1.65529, -0.13337, 0.17060], [-2.94686, -0.04440, 0.72620], [-3.69448, -0.04511, -0.35454], [0.08979, -1.21244, 0.37724], [-1.39491, -1.09266, -1.62012], [-0.28938, 0.19449, -1.77288], [-0.75532, 1.05213, 0.56971], [1.53210, -0.02067, -0.88018], [2.66568, -0.64938, 0.41646], [1.49749, 0.79465, 0.87019], [-3.10863, -0.85326, 1.34611]], "forces_ev_per_angstrom": [[-3.33, -3.35, 2.28], [-1.52, 0.57, 1.37], [0.77, -0.14, 2.76], [1.65, 2.27, -0.25], [-0.17, -0.72, -0.12], [0.90, -0.41, -0.34], [-0.16, 0.37, 0.41], [2.27, 2.44, -2.33], [-0.77, -0.64, -0.45], [0.79, 1.06, -0.54], [-1.72, 0.81, -0.32], [0.60, -1.45, -1.74], [0.72, -0.81, -0.71]]}

---

3.
{"formula": "C35H101N5O13", "method": "ωB97M-V/def2-TZVPD", "e_tot_ha": -2645.594183, "homo_lumo_gap_ev": 9.41, "homo_energy_ev": -9.065, "e_lumo_ha": 0.01258, "relative_energy_kcal_mol": 116.4, "elements": ["C", "C", "O", "H", "H", "H", "H", "H", "H", "C", "C", "O", "H", "H", "H", "H", "H", "H", "C", "C", "O", "H", "H", "H", "H", "H", "H", "C", "C", "O", "H", "H", "H", "H", "H", "H", "C", "C", "O", "H", "H", "H", "H", "H", "H", "C", "C", "O", "H", "H", "H", "H", "H", "H", "C", "C", "O", "H", "H", "H", "H", "H", "H", "C", "C", "C", "O", "C", "N", "H", "H", "H", "H", "H", "H", "H", "H", "H", "H", "H", "C", "C", "C", "O", "C", "N", "H", "H", "H", "H", "H", "H", "H", "H", "H", "H", "H", "C", "C", "C", "O", "C", "N", "H", "H", "H", "H", "H", "H", "H", "H", "H", "H", "H", "C", "C", "C", "O", "C", "N", "H", "H", "H", "H", "H", "H", "H", "H", "H", "H", "H", "C", "C", "C", "O", "C", "N", "H", "H", "H", "H", "H", "H", "H", "H", "H", "H", "H", "C", "O", "H", "H", "H", "H"], "xyz": [[1.71782, 4.78765, -4.80562], [2.48990, 4.21481, -3.68421], [2.68683, 5.39637, -2.87275], [2.28361, 5.63052, -5.20254], [0.79995, 5.31526, -4.54629], [1.58755, 4.11308, -5.65184], [3.46809, 3.79738, -3.92297], [1.84350, 3.43044, -3.29044], [3.07335, 5.11895, -2.03893], [11.74498, -7.83718, -13.47646], [11.22671, -6.69334, -12.67375], [10.95269, -6.95962, -11.33725], [12.67144, -8.22729, -13.05506], [11.87456, -7.52050, -14.51136], [10.95799, -8.58504, -13.37925], [10.26277, -6.35261, -13.05166], [11.95851, -5.89683, -12.80841], [10.05410, -6.74022, -11.08033], [12.17067, 8.83534, -8.66572], [13.43507, 9.59911, -8.31889], [14.16349, 9.18734, -7.25786], [12.41756, 7.80450, -8.91969], [11.65045, 9.10848, -9.58380], [11.49484, 8.88750, -7.81212], [13.20396, 10.62967, -8.04939], [14.09727, 9.68011, -9.18088], [14.97326, 9.68766, -7.13310], [13.14918, -0.89721, 4.12511], [12.93827, -1.01042, 2.57908], [12.04001, -2.02571, 2.31098], [12.79989, -1.77976, 4.66102], [12.86203, 0.04725, 4.58732], [14.20969, -1.10548, 4.26674], [13.84336, -1.39581, 2.10963], [12.62439, -0.12155, 2.03183], [11.79967, -2.07981, 1.38313], [5.90666, 2.35198, 1.75747], [5.81642, 3.45920, 2.83640], [4.65866, 4.24946, 2.50497], [5.04355, 1.68947, 1.69239], [6.72052, 1.65463, 1.95605], [5.86690, 2.68829, 0.72141], [6.66453, 4.13346, 2.71726], [5.73667, 3.15577, 3.88027], [4.36050, 4.62741, 3.33554], [15.46759, -9.42620, 2.01039], [14.24139, -8.44384, 1.97899], [14.62564, -7.32837, 2.64129], [15.55733, -9.72040, 3.05609], [16.44131, -9.01435, 1.74514], [15.16882, -10.24183, 1.35192], [13.42126, -8.95229, 2.48590], [13.94600, -8.23756, 0.95026], [14.15889, -6.57912, 2.26397], [7.13731, -9.39566, 3.99605], [6.72074, -8.42122, 2.81899], [6.16029, -9.12663, 1.73060], [6.38683, -10.18409, 4.05316], [7.20858, -8.91716, 4.97281], [8.09331, -9.90478, 3.87377], [7.59064, -7.86488, 2.46990], [6.10624, -7.65133, 3.28563], [6.73463, -9.78058, 1.32553], [17.50458, -7.18986, -6.77699], [18.50196, -7.24200, -5.65783], [19.95002, -7.51137, -6.11612], [20.12638, -8.75930, -6.79985], [21.30905, -8.94564, -7.56838], [18.28701, -6.09281, -4.90265], [17.72621, -6.52171, -7.60919], [16.52731, -7.14724, -6.29612], [17.45843, -8.14741, -7.29569], [18.21945, -8.08406, -5.02598], [20.63327, -7.43465, -5.27031], [20.26526, -6.72998, -6.80760], [22.16265, -8.71974, -6.92929], [21.36705, -8.22327, -8.38258], [21.47100, -9.99149, -7.82928], [18.77673, -5.41420, -5.46814], [18.91224, -6.10372, -4.10951], [0.10323, -4.30035, -6.45295], [-0.26527, -5.64632, -5.82411], [-1.29344, -6.54596, -6.57927], [-2.64855, -5.96137, -6.64541], [-3.51356, -6.74837, -7.44071], [0.90893, -6.53881, -5.66292], [0.18360, -4.29622, -7.53998], [0.99245, -3.92226, -5.94853], [-0.71085, -3.58640, -6.32781], [-0.69899, -5.42675, -4.84852], [-1.23067, -7.52078, -6.09566], [-0.86556, -6.74949, -7.56090], [-3.39929, -7.79353, -7.15314], [-3.22051, -6.67003, -8.48765], [-4.59089, -6.58696, -7.47833], [0.77737, -7.24641, -4.95433], [1.75081, -6.01761, -5.46368], [22.28541, 1.78538, -7.06438], [21.40205, 1.07322, -6.07392], [19.88207, 1.10388, -6.46865], [19.55283, 0.19458, -7.52045], [18.19604, 0.20624, -7.92552], [21.94826, -0.26343, -5.91410], [22.21397, 1.35010, -8.06113], [23.34594, 1.74949, -6.81521], [22.11781, 2.86101, -7.11927], [21.49456, 1.65509, -5.15687], [19.59131, 2.13406, -6.67431], [19.36716, 0.75495, -5.57355], [17.98950, -0.37632, -8.82334], [17.81910, 1.20239, -8.15726], [17.46285, -0.13522, -7.19481], [22.95567, -0.21077, -5.86455], [21.85761, -0.77426, -6.78066], [5.67031, 0.99226, -11.19131], [5.97142, -0.52496, -11.41242], [5.48002, -1.11651, -12.76801], [4.09914, -1.17318, -12.69140], [3.53638, -1.73128, -13.84783], [7.38966, -0.78024, -11.15098], [6.19273, 1.52990, -11.98259], [5.97023, 1.36318, -10.21122], [4.61862, 1.27086, -11.25782], [5.35925, -1.08615, -10.70644], [5.81660, -2.15200, -12.81878], [5.89532, -0.52433, -13.58346], [3.90161, -2.66481, -14.27587], [3.49648, -0.99176, -14.64760], [2.48018, -1.82808, -13.59650], [7.58000, -1.76891, -11.07100], [7.45255, -0.32358, -10.25231], [8.58018, -2.30512, -3.58051], [9.99934, -2.05609, -4.07776], [10.44539, -0.63523, -3.89156], [9.83342, 0.22656, -4.88211], [10.11423, 1.58184, -4.64023], [10.78463, -2.97231, -3.25952], [7.93365, -1.49298, -3.91295], [8.39533, -2.34129, -2.50691], [8.14955, -3.22778, -3.96955], [10.22894, -2.26581, -5.12246], [11.49615, -0.43901, -3.67826], [10.12727, -0.25461, -2.92099], [9.67326, 1.85608, -3.68188], [9.61690, 2.15521, -5.42254], [11.19134, 1.74215, -4.68743], [11.79230, -2.93182, -3.31500], [10.46021, -3.92878, -3.26301], [9.52273, -9.77866, -4.64438], [9.90565, -10.09380, -3.33572], [8.43914, -9.66160, -4.65973], [9.93408, -8.80242, -4.90100], [9.90502, -10.51910, -5.34702], [10.18236, -11.01199, -3.29139]], "forces_ev_per_angstrom": [[0.45, 1.05, -2.22], [-0.47, 0.96, 0.46], [-0.02, -1.04, 0.58], [0.38, -0.01, -0.23], [-0.26, -0.77, 0.48], [-0.32, -0.16, 0.14], [-0.10, -0.10, -0.40], [0.26, -0.03, 1.00], [0.08, 0.11, 0.21], [-0.71, -0.77, 0.54], [-0.71, 1.49, -0.83], [0.75, -0.81, 1.61], [0.03, 0.01, -0.14], [0.05, -0.17, 0.03], [0.30, -0.54, -0.48], [0.20, 0.22, -0.89], [-0.07, 0.51, 0.52], [0.16, 0.06, -0.36], [0.46, -0.88, 0.46], [-0.40, 2.75, -2.23], [0.94, -2.65, 2.65], [0.08, -0.32, 0.60], [0.21, 0.95, 0.18], [-0.18, -0.28, -0.16], [-0.79, 0.48, -0.66], [-0.11, -0.17, -0.56], [-0.23, 0.10, -0.30], [0.97, -0.53, -1.07], [0.81, -0.24, 0.22], [-2.11, -1.54, 0.33], [-1.01, 0.21, -0.24], [-0.08, -0.25, -0.07], [0.34, 0.84, 0.15], [0.74, 0.76, 0.18], [0.17, 0.54, 0.53], [0.16, 0.20, -0.04], [-0.55, -0.68, 0.65], [-0.52, 0.31, -1.79], [-0.08, -0.18, 0.39], [-0.45, 0.08, 0.89], [0.38, 0.33, -0.26], [0.85, 0.72, 0.18], [0.39, -0.21, 0.23], [0.20, -0.59, -0.18], [-0.22, 0.22, -0.13], [-1.50, 0.41, 0.18], [1.38, -2.45, -0.97], [0.25, 2.50, 0.99], [0.03, -0.47, -0.10], [-0.34, 0.31, -0.42], [0.49, -0.39, 0.25], [-0.30, -0.11, -0.03], [-0.05, 0.00, -0.17], [0.03, 0.21, 0.28], [-0.24, 0.23, -0.67], [2.02, -1.16, 1.28], [-1.33, 0.59, 0.11], [-0.16, 0.08, 0.11], [-0.21, 0.28, -0.10], [0.10, 0.11, -0.45], [0.28, 0.00, 0.02], [-0.91, -0.37, -0.75], [0.44, 0.23, 0.44], [-0.38, -1.90, -0.83], [-0.01, -3.17, -1.10], [0.59, -0.02, -0.88], [-0.94, -0.47, 0.21], [0.35, 1.04, 1.48], [1.43, 2.22, 0.97], [-0.24, 0.75, 0.50], [-0.11, 0.85, -0.44], [0.27, -0.33, 0.02], [-0.01, -0.37, -0.03], [0.12, -0.20, 0.35], [-0.07, 0.50, -0.21], [0.36, 0.15, 0.16], [-0.17, -0.31, -0.46], [-0.72, 0.15, -0.35], [-0.41, 1.26, -0.16], [-0.07, -0.15, 0.75], [-0.72, -0.25, -0.16], [-0.58, -0.81, 0.06], [-0.21, 1.25, -0.12], [1.05, -0.33, 0.48], [0.86, -1.11, -0.79], [-0.10, 0.53, -0.62], [0.66, -0.48, -0.03], [0.05, 0.18, -0.28], [-0.04, -0.02, 0.52], [-0.14, 0.11, 0.18], [-0.78, -0.13, 0.36], [-0.29, 0.31, -0.48], [-0.02, -0.28, -0.02], [0.25, -0.07, -0.26], [0.13, 0.99, 0.99], [-0.08, 0.13, 0.08], [-0.03, 0.00, 0.10], [0.42, 1.07, -0.91], [0.06, 0.36, -1.28], [0.68, -1.14, 0.82], [0.17, 0.23, -0.35], [-0.67, 0.63, 0.05], [-0.37, -0.85, 0.46], [-0.22, 0.05, -0.11], [0.06, -0.39, 0.39], [-0.47, 0.12, -0.21], [-0.29, -0.36, 0.40], [-0.08, 0.07, -0.27], [-0.34, 0.15, 0.18], [0.78, -0.22, 0.03], [0.39, 0.49, -0.12], [0.38, -0.41, 0.64], [0.20, 0.31, 0.54], [-0.70, -0.12, -0.26], [0.07, -0.69, -0.85], [-1.19, -0.19, -0.14], [1.29, 0.54, 1.72], [-0.30, -0.20, -0.50], [-1.92, 1.08, -0.27], [-0.58, 0.94, -0.38], [0.16, 0.29, 0.17], [0.41, -0.23, 0.01], [-0.12, -0.47, -0.22], [-0.22, -0.01, 0.34], [0.63, -0.12, -0.24], [-0.23, 0.03, -0.44], [0.56, -0.17, 0.61], [0.48, 0.15, -0.33], [-0.06, -0.51, -0.02], [-0.04, -0.06, 0.24], [1.05, -0.38, 0.32], [-1.29, 0.68, -1.14], [0.81, -1.05, 0.82], [-1.01, 1.86, 1.16], [0.80, -1.39, 0.21], [-0.37, -0.37, -0.23], [0.82, 0.16, 1.00], [-0.15, -0.01, -0.33], [0.96, 0.06, 0.15], [0.14, -0.08, -0.21], [-0.98, -0.12, -0.45], [0.77, -0.44, -1.35], [-0.89, -0.17, 0.49], [0.28, 0.34, 0.26], [0.11, 0.01, 0.01], [0.10, 0.33, 0.22], [-0.09, 0.02, -0.40], [0.00, 0.18, -0.19], [-0.12, 0.42, -0.17], [0.47, -0.27, 0.93], [-0.13, -0.31, -0.45], [0.17, -0.01, -0.09], [-0.33, 0.08, -0.23], [-0.06, 0.08, 0.01]]}

---

4.
{"formula": "C6H10O", "method": "ωB97M-V/def2-TZVPD", "e_tot_ha": -309.774675, "smiles": "C=CC=O.C1CC1", "homo_lumo_gap_ev": 10.07, "homo_energy_ev": -10.113, "e_lumo_ha": -0.00170, "relative_energy_kcal_mol": 42.5, "elements": ["O", "C", "C", "C", "C", "C", "C", "H", "H", "H", "H", "H", "H", "H", "H", "H", "H"], "xyz": [[-0.30903, 1.76293, -0.14124], [-0.39902, 2.18470, 0.99092], [0.00216, 1.37266, 2.13740], [0.53429, 0.15590, 2.03605], [-0.50387, -1.42732, -0.80384], [-0.44547, -0.85568, -2.18766], [0.81328, -1.00791, -1.40189], [-0.78563, 3.20851, 1.20374], [-0.15018, 1.86662, 3.07730], [-1.00838, -0.76299, -0.10094], [0.85555, -0.44476, 2.87819], [0.72913, -0.30199, 1.07890], [-0.67766, -2.49719, -0.68072], [-0.61941, -1.53021, -3.01268], [-0.80512, 0.16133, -2.31783], [1.49858, -1.79512, -1.70407], [1.27077, -0.08950, -1.05164]], "forces_ev_per_angstrom": [[-0.23, 0.51, -0.07], [0.14, -0.35, -0.85], [0.15, -0.15, 0.61], [0.24, 0.08, -0.06], [-0.36, 0.13, 0.06], [-0.14, -0.05, -0.37], [0.20, 0.05, 0.09], [0.09, -0.30, -0.10], [-0.01, -0.10, 0.60], [0.37, -0.39, 0.05], [-0.17, 0.27, 0.23], [-0.14, 0.13, -0.17], [-0.06, 0.36, -0.04], [0.03, 0.06, -0.13], [-0.04, -0.26, 0.02], [-0.08, 0.13, 0.14], [0.01, -0.14, 0.00]]}